Formula: C50H116MgN6O6
Source: the Open Molecules 2025 dataset
Level of theory: ωB97M-V with the def2-TZVPD basis set

Values from the calculation:
Calculated total energy, Eh: -2952.59019
2S+1: 1
Net charge: +6
HOMO-LUMO gap, eV: 8.22

Each line ends with the Löwdin charge.
Cartesian coordinates (Å):
Mg  1.9440  -2.3917  3.4567  1.1184
C  -0.4778  -0.8911  1.1616  -0.0526
C  0.9484  -1.3217  0.7854  -0.5620
C  1.3510  -0.5523  -0.4909  -0.0456
O  1.8393  -1.1933  1.8785  -0.3401
H  -1.1625  -1.3378  0.4280  0.0649
H  -0.5351  0.1927  1.2410  0.0673
H  -0.8164  -1.3740  2.0842  0.0552
H  0.8977  -2.4067  0.5520  0.1035
H  2.4332  -0.4680  -0.5533  0.0547
H  0.8541  0.4233  -0.4511  0.0678
H  0.9309  -0.9937  -1.3973  0.0609
C  -2.0209  3.3120  0.8788  -0.0723
C  -0.8968  4.2361  0.3792  -0.2330
C  -1.0871  4.5678  -1.1029  -0.1425
N  -0.1540  5.5927  -1.6864  -0.2633
C  -0.3322  5.6049  -3.1897  -0.1058
C  0.3052  6.7874  -3.8724  -0.1629
C  -0.1274  8.1383  -3.3103  -0.1546
C  0.0387  8.1340  -1.7933  -0.1468
C  -0.6648  6.9386  -1.1760  -0.0995
C  1.2640  5.3759  -1.2858  0.0286
H  -1.8972  3.0544  1.9290  0.0364
H  -2.0872  2.4153  0.2633  0.0773
H  -2.9678  3.8590  0.8680  0.0978
H  0.0185  3.6516  0.5093  0.1011
H  -0.8809  5.1709  0.9371  0.1043
H  -2.1057  4.9076  -1.2884  0.1395
H  -1.0403  3.6285  -1.6667  0.1388
H  -1.4117  5.5969  -3.3474  0.1457
H  0.1027  4.6703  -3.5459  0.1381
H  0.1807  6.7500  -4.9565  0.1396
H  1.3957  6.6489  -3.8299  0.1232
H  -1.1486  8.3415  -3.6328  0.1331
H  0.5549  8.8911  -3.7008  0.1336
H  -0.4454  9.0271  -1.3996  0.1412
H  1.1060  8.1172  -1.5740  0.1192
H  -1.7287  7.0063  -1.3985  0.1485
H  -0.5345  6.9681  -0.0955  0.1278
H  1.5592  4.3969  -1.6567  0.1100
H  1.2889  5.3719  -0.2002  0.0992
H  1.8468  6.2012  -1.6715  0.1024
C  -2.9165  0.5125  3.9273  -0.0655
C  -1.6371  1.2592  4.2280  -0.2405
C  -1.7292  2.6296  4.8658  -0.1359
N  -0.4224  3.3290  5.1113  -0.2473
C  -0.8089  4.7120  5.6565  -0.0822
C  0.1959  5.8422  5.5293  -0.1542
C  0.9322  5.8980  4.2135  -0.1714
C  1.5326  4.4997  4.0677  -0.1759
C  0.4293  3.4792  3.8593  -0.1012
C  0.3664  2.6019  6.1524  0.0348
H  -2.6811  -0.4970  3.5958  0.0644
H  -3.4884  1.0261  3.1505  0.0818
H  -3.6005  0.4485  4.7757  0.0954
H  -1.0748  1.2937  3.2898  0.0868
H  -0.9729  0.7238  4.9177  0.0862
H  -2.2403  2.5770  5.8283  0.1525
H  -2.3296  3.3208  4.2688  0.1312
H  -1.7157  5.0130  5.1312  0.1356
H  -1.1220  4.5903  6.6938  0.1519
H  -0.3736  6.7722  5.6517  0.1419
H  0.8666  5.9197  6.3873  0.1358
H  0.4130  6.1617  3.2890  0.1136
H  1.7355  6.6351  4.2760  0.1312
H  2.1643  4.4687  3.1670  0.1148
H  2.2528  4.2893  4.8593  0.1290
H  -0.2743  3.7220  3.0706  0.1060
H  0.9858  2.5549  3.7020  0.1270
H  0.7908  1.6809  5.7631  0.1006
H  -0.3828  2.2737  6.8797  0.1213
H  1.0378  3.2572  6.6945  0.1207
C  4.7291  3.4009  -1.6744  -0.0655
C  4.5083  2.2400  -0.6994  -0.2162
C  5.6606  2.1416  0.3094  -0.1143
N  5.4325  1.1348  1.3964  -0.2687
C  6.6523  1.0771  2.3205  -0.0829
C  7.9125  0.6654  1.5503  -0.1360
C  7.7724  -0.5398  0.5985  -0.1360
C  6.3787  -0.7236  -0.0235  -0.1470
C  5.2618  -0.2506  0.8785  -0.1361
C  4.2929  1.5535  2.2442  0.0051
H  5.7676  3.7431  -1.6563  0.0922
H  4.1297  4.2980  -1.5386  0.0609
H  4.5856  3.0419  -2.6932  0.0861
H  4.4627  1.2964  -1.2456  0.1035
H  3.5572  2.3433  -0.1744  0.0868
H  5.7772  3.1042  0.8097  0.1542
H  6.5483  1.9031  -0.2640  0.1331
H  6.8130  2.0882  2.6876  0.1415
H  6.4031  0.3653  3.1040  0.1417
H  8.2367  1.5691  1.0363  0.1183
H  8.6536  0.3889  2.2979  0.1372
H  8.5569  -0.4699  -0.1474  0.1298
H  7.9103  -1.4224  1.2297  0.1238
H  6.3271  -0.1110  -0.9313  0.1146
H  6.1069  -1.7289  -0.3378  0.1099
H  4.2764  -0.2758  0.4076  0.1009
H  5.0949  -0.8803  1.7576  0.1337
H  4.0251  0.7632  2.9441  0.1055
H  3.3746  1.8094  1.7300  0.0906
H  4.6749  2.3845  2.8346  0.1141
C  -1.9915  -1.3020  -2.4557  -0.1061
C  -3.5383  -1.2936  -2.2711  -0.2043
C  -4.1578  -2.2632  -3.2832  -0.1326
N  -5.6655  -2.1882  -3.4400  -0.2677
C  -6.0681  -3.3115  -4.3712  -0.1027
C  -7.5835  -3.5466  -4.4471  -0.1386
C  -8.1205  -3.7146  -3.0322  -0.1779
C  -7.8401  -2.4627  -2.2385  -0.1492
C  -6.3191  -2.3229  -2.0936  -0.1086
C  -6.0070  -0.8924  -4.1001  0.0428
H  -1.4941  -2.2367  -2.1584  0.0557
H  -1.5412  -0.4007  -2.0531  0.0647
H  -1.6841  -1.3614  -3.5099  0.0821
H  -3.7650  -0.2621  -2.5381  0.1102
H  -3.7536  -1.5358  -1.2347  0.1040
H  -3.8926  -3.2738  -2.9741  0.1241
H  -3.7630  -2.0173  -4.2668  0.1365
H  -5.6046  -4.2412  -4.0391  0.1328
H  -5.7114  -3.0574  -5.3688  0.1433
H  -7.8224  -4.3883  -5.0926  0.1397
H  -8.0312  -2.6696  -4.9249  0.1232
H  -7.6040  -4.5961  -2.6214  0.1233
H  -9.1645  -4.0266  -3.0006  0.1362
H  -8.2414  -2.4977  -1.2237  0.1358
H  -8.2990  -1.5877  -2.7003  0.1260
H  -5.9686  -3.2291  -1.6048  0.1359
H  -6.1286  -1.4043  -1.5433  0.1331
H  -5.7691  -0.0637  -3.4380  0.1106
H  -7.0774  -0.8515  -4.2607  0.1071
H  -5.4438  -0.8336  -5.0251  0.1236
C  -0.5651  -5.8127  1.1362  0.0094
N  -2.0265  -5.6256  1.2259  -0.3524
C  -2.6844  -6.8712  1.7499  0.0441
C  -2.2771  -4.5338  2.2275  0.0098
C  -2.6087  -5.1356  -0.0732  -0.1089
C  -2.8062  -6.1933  -1.1368  -0.1957
O  -1.5634  -6.4820  -1.7850  -0.0632
H  -0.2965  -6.5301  0.3640  0.1088
H  -0.1454  -6.1355  2.0860  0.1239
H  -0.1194  -4.8509  0.8751  0.0954
H  -2.3848  -7.7192  1.1378  0.1175
H  -3.7666  -6.7836  1.6920  0.1290
H  -2.3420  -7.0264  2.7683  0.1258
H  -1.8995  -3.5818  1.8485  0.0905
H  -1.7622  -4.7964  3.1447  0.1100
H  -3.3449  -4.3470  2.3192  0.1213
H  -1.9879  -4.3163  -0.4364  0.1278
H  -3.5926  -4.7346  0.1776  0.1373
H  -3.5617  -5.9089  -1.8678  0.1296
H  -3.1501  -7.1135  -0.6614  0.1214
H  -1.7115  -6.5119  -2.7348  0.0947
C  3.7459  -4.9305  -4.5025  0.0357
N  2.4925  -5.0186  -3.6694  -0.3576
C  1.6209  -3.8751  -4.1030  0.0199
C  1.8359  -6.3258  -3.9766  0.0330
C  2.8221  -4.9264  -2.2124  -0.1018
C  3.1823  -3.5604  -1.6235  -0.2314
O  4.2439  -2.9057  -2.2754  -0.0513
H  4.3914  -5.7561  -4.2055  0.1238
H  4.2748  -4.0060  -4.3130  0.1012
H  3.4611  -5.0333  -5.5456  0.1269
H  0.7216  -3.8468  -3.4941  0.1051
H  1.3588  -4.0716  -5.1424  0.1171
H  2.2145  -2.9659  -4.1272  0.1142
H  0.9965  -6.4151  -3.2876  0.0960
H  2.5599  -7.1317  -3.9214  0.1278
H  1.4089  -6.2884  -4.9770  0.1209
H  3.6190  -5.6607  -2.0468  0.1503
H  2.0200  -5.3692  -1.6135  0.1313
H  3.4292  -3.6643  -0.5616  0.1318
H  2.2816  -2.9468  -1.6669  0.0922
H  5.0662  -3.3906  -2.1362  0.1113
O  -1.0646  -2.2084  5.7525  0.2064
C  -0.0553  -2.1554  4.9261  -0.7463
O  0.1075  -3.0338  3.9960  -0.1016
O  0.8402  -1.2647  4.9322  -0.0465
H  -1.0802  -1.3581  6.2160  0.1464